{
  "formula": "C69H151N7O13",
  "method": "ωB97M-V with the def2-TZVPD basis set",
  "elements": ["C", "C", "C", "C", "C", "C", "C", "C", "C", "N", "O", "H", "H", "H", "H", "H", "H", "H", "H", "H", "H", "H", "H", "H", "H", "H", "H", "H", "H", "H", "C", "C", "C", "C", "C", "C", "C", "C", "C", "N", "O", "H", "H", "H", "H", "H", "H", "H", "H", "H", "H", "H", "H", "H", "H", "H", "H", "H", "H", "H", "C", "C", "C", "C", "C", "C", "C", "C", "C", "N", "O", "H", "H", "H", "H", "H", "H", "H", "H", "H", "H", "H", "H", "H", "H", "H", "H", "H", "H", "H", "C", "C", "C", "C", "C", "C", "C", "C", "C", "N", "O", "H", "H", "H", "H", "H", "H", "H", "H", "H", "H", "H", "H", "H", "H", "H", "H", "H", "H", "H", "C", "C", "C", "C", "C", "C", "C", "C", "C", "N", "O", "H", "H", "H", "H", "H", "H", "H", "H", "H", "H", "H", "H", "H", "H", "H", "H", "H", "H", "H", "C", "C", "C", "C", "C", "C", "C", "C", "C", "N", "O", "H", "H", "H", "H", "H", "H", "H", "H", "H", "H", "H", "H", "H", "H", "H", "H", "H", "H", "H", "C", "C", "C", "C", "C", "C", "C", "C", "C", "N", "O", "H", "H", "H", "H", "H", "H", "H", "H", "H", "H", "H", "H", "H", "H", "H", "H", "H", "H", "H", "O", "C", "C", "O", "H", "H", "H", "H", "H", "H", "O", "C", "C", "O", "H", "H", "H", "H", "H", "H", "O", "C", "C", "O", "H", "H", "H", "H", "H", "H"],
  "positions_angstrom": [[5.48801, 2.43686, -0.94865], [5.54631, 0.98851, -0.32532], [4.14394, 0.41612, -0.41862], [6.39105, 0.15650, -1.32160], [7.94866, 0.46596, -1.13065], [8.39321, 0.20708, 0.29083], [7.56739, 1.05282, 1.28763], [7.78881, 0.49368, 2.73846], [7.85826, 2.51767, 1.37027], [6.08638, 0.71910, 0.97747], [5.27314, 1.46378, 1.96428], [6.46811, 2.77283, -1.19581], [4.91737, 2.39193, -1.85211], [4.99236, 3.08483, -0.17815], [3.37884, 1.08085, -0.02392], [3.83670, 0.18275, -1.45859], [4.09097, -0.53709, 0.16683], [6.19066, -0.87504, -1.20542], [6.02837, 0.40437, -2.32715], [8.50898, -0.17166, -1.82771], [8.18687, 1.48102, -1.34142], [9.42441, 0.33140, 0.39278], [8.24914, -0.81854, 0.59422], [8.81489, 0.76681, 3.06418], [7.64987, -0.58386, 2.86839], [7.08227, 1.09425, 3.31488], [8.83808, 2.72814, 1.81128], [7.09840, 3.09150, 1.93326], [8.03718, 3.08594, 0.42536], [4.88490, 0.81075, 2.52609], [0.20714, 4.80817, -0.25286], [1.63022, 4.22499, -0.17992], [1.87510, 3.13538, -1.21461], [2.63923, 5.36594, -0.39925], [2.69469, 6.29894, 0.78992], [3.22414, 5.51915, 2.00065], [2.22069, 4.44024, 2.35534], [2.78905, 3.54277, 3.41900], [0.94892, 5.12431, 3.01545], [1.94866, 3.63306, 1.17227], [0.97340, 2.60935, 1.50543], [-0.13988, 4.69452, -1.26413], [-0.47237, 4.39968, 0.53977], [0.25309, 5.88018, -0.10448], [1.86903, 3.51904, -2.19229], [2.85951, 2.68317, -1.03545], [1.06667, 2.38718, -1.18099], [3.63604, 4.93977, -0.58878], [2.28583, 5.93217, -1.28412], [3.35314, 7.12692, 0.57959], [1.73564, 6.77430, 1.03370], [3.55311, 6.10869, 2.91287], [4.15727, 4.98187, 1.75145], [2.18183, 2.69619, 3.73372], [3.16493, 4.14310, 4.26048], [3.74301, 3.08485, 3.03946], [0.46504, 5.93731, 2.39088], [1.08594, 5.69098, 3.92529], [0.21855, 4.31635, 3.27386], [0.19846, 3.11883, 1.84283], [-3.92643, -2.01261, -3.04414], [-5.23050, -1.42157, -2.60585], [-5.47471, -0.18942, -3.52479], [-6.35692, -2.51283, -2.89276], [-7.61734, -2.32351, -2.03189], [-7.34607, -2.08651, -0.52708], [-6.36498, -0.86751, -0.33352], [-7.13140, 0.38079, -0.69105], [-5.97496, -0.84719, 1.16876], [-5.16893, -1.18918, -1.11192], [-4.22611, -0.09455, -0.81080], [-3.71891, -2.69027, -2.23018], [-3.88989, -2.54804, -3.95642], [-3.04206, -1.33794, -2.95609], [-5.11565, -0.35011, -4.53647], [-6.55102, -0.03450, -3.43306], [-4.99836, 0.71298, -3.13954], [-6.58021, -2.47304, -3.93294], [-5.99680, -3.50990, -2.69671], [-8.27242, -1.54158, -2.47182], [-8.23260, -3.18187, -2.19753], [-6.92571, -3.02010, -0.10258], [-8.22087, -1.92552, 0.01900], [-7.54411, 0.21843, -1.73437], [-6.51408, 1.31791, -0.77380], [-7.96926, 0.52849, -0.02616], [-5.34756, -1.67412, 1.47033], [-6.84223, -0.84855, 1.77458], [-5.42820, -0.03499, 1.54148], [-3.72491, -0.59625, -0.16201], [0.94587, -1.19753, -3.57847], [1.69598, -1.08104, -4.90354], [2.72621, 0.09603, -4.68765], [2.46136, -2.36451, -5.21331], [1.52537, -3.46643, -5.56010], [0.69161, -3.00773, -6.80072], [-0.08561, -1.73909, -6.58287], [-0.57509, -1.27525, -8.00983], [-1.44862, -2.02837, -5.72890], [0.82119, -0.70650, -6.06610], [0.24883, 0.57369, -5.97456], [0.39850, -0.25553, -3.50964], [0.29276, -2.06795, -3.51989], [1.58593, -1.13467, -2.67182], [2.25921, 0.96666, -4.41429], [3.43953, -0.05627, -3.86094], [3.21610, 0.32405, -5.63600], [3.20910, -2.14630, -5.96845], [3.02934, -2.62359, -4.33872], [2.04032, -4.46648, -5.61365], [0.75265, -3.57567, -4.81744], [-0.05236, -3.70079, -7.24072], [1.45639, -2.80249, -7.54507], [0.18965, -0.85708, -8.68734], [-1.32774, -0.45066, -7.92749], [-1.19774, -2.09288, -8.50754], [-1.95469, -1.13936, -5.28479], [-1.11363, -2.67834, -4.85529], [-2.17217, -2.62587, -6.31050], [-0.59625, 0.45654, -5.46764], [-0.02616, -2.56634, 7.07966], [1.46196, -2.80819, 6.75407], [2.18195, -3.38843, 7.99170], [1.59701, -3.71189, 5.48383], [2.94626, -3.63644, 4.79336], [3.43638, -2.19148, 4.56260], [3.41142, -1.30927, 5.80575], [4.53859, -1.59728, 6.81955], [3.52829, 0.22633, 5.34242], [1.99877, -1.44265, 6.34561], [1.88975, -0.51351, 7.46594], [-0.51101, -3.53618, 7.36598], [-0.35663, -1.84066, 7.89838], [-0.51613, -2.23230, 6.12524], [1.65499, -4.27356, 8.36195], [3.14965, -3.82863, 7.80181], [2.40778, -2.69250, 8.75988], [1.23864, -4.73034, 5.72918], [0.93887, -3.31784, 4.64875], [3.74832, -4.10924, 5.33442], [2.74774, -4.18111, 3.87428], [2.76423, -1.71942, 3.81211], [4.44924, -2.10830, 4.16966], [4.36053, -1.19088, 7.85235], [5.42855, -1.17129, 6.35687], [4.74333, -2.65582, 6.89720], [2.78949, 0.46379, 4.55422], [4.51057, 0.57155, 4.98613], [3.19076, 0.89949, 6.16917], [2.24014, -0.91069, 8.26249], [-5.85289, 3.54980, -2.45684], [-4.45170, 3.76405, -3.05724], [-4.11158, 5.26628, -2.92558], [-3.48236, 2.86953, -2.23461], [-2.07034, 2.74650, -2.82450], [-2.16618, 2.26405, -4.27398], [-3.17187, 3.11260, -5.20040], [-2.52236, 4.44468, -5.52211], [-3.43717, 2.26446, -6.50096], [-4.46612, 3.25788, -4.45953], [-5.39330, 3.99830, -5.25059], [-6.53832, 4.39927, -2.66439], [-6.38249, 2.70751, -2.79618], [-5.49856, 3.37962, -1.43768], [-3.04195, 5.48662, -2.79809], [-4.43068, 5.89857, -3.76422], [-4.58790, 5.62326, -2.02766], [-3.47170, 3.22730, -1.18858], [-3.90616, 1.87396, -2.18185], [-1.53646, 3.68706, -2.76561], [-1.52519, 2.03723, -2.28841], [-2.72558, 1.30165, -4.16224], [-1.26712, 2.24003, -4.76573], [-3.24184, 5.15842, -5.91462], [-1.69878, 4.30040, -6.22910], [-2.05150, 4.84770, -4.56764], [-3.96269, 1.37621, -6.17654], [-2.48286, 1.87790, -6.82273], [-3.91907, 2.76287, -7.32015], [-6.06914, 3.36425, -5.47834], [-2.41920, -4.11744, 2.67719], [-1.42747, -4.96338, 1.79665], [-0.86712, -6.01276, 2.83151], [-2.08939, -5.64977, 0.64280], [-1.05393, -6.27737, -0.25181], [-0.11016, -5.21030, -0.78877], [0.65763, -4.46402, 0.43098], [1.57095, -5.49227, 1.07270], [1.48648, -3.29894, -0.04116], [-0.39848, -3.96950, 1.25830], [0.26166, -3.39614, 2.38188], [-2.98044, -3.43742, 2.05371], [-3.15142, -4.72527, 3.17487], [-1.99637, -3.52022, 3.58236], [-1.67067, -6.39665, 3.43920], [-0.37293, -6.82418, 2.38557], [-0.22825, -5.61115, 3.62212], [-2.77229, -6.44223, 0.97601], [-2.52006, -4.90436, 0.03123], [-0.53406, -7.09779, 0.25214], [-1.57766, -6.62775, -1.12792], [-0.63883, -4.47941, -1.40790], [0.71413, -5.59430, -1.33123], [1.11819, -6.48155, 1.00387], [1.59453, -5.22737, 2.13790], [2.58353, -5.55759, 0.59177], [0.83681, -2.49265, -0.42952], [2.14786, -3.58248, -0.86533], [2.05204, -2.86676, 0.78337], [0.12861, -2.39960, 2.24664], [-4.47406, 2.03225, 3.42729], [-4.44926, 3.09344, 2.52276], [-3.02146, 3.74813, 2.45825], [-2.05674, 2.91213, 1.82091], [-3.97804, 1.28708, 2.99550], [-4.71269, 2.80744, 1.51266], [-5.10182, 3.89978, 2.85808], [-2.81033, 4.10686, 3.44310], [-3.08355, 4.64304, 1.84375], [-2.17998, 2.09768, 2.26738], [0.52078, -0.30577, 1.20386], [-0.17177, 0.17367, 0.09182], [-1.12008, -0.92647, -0.48716], [-1.91192, -1.51469, 0.52110], [0.95365, 0.45407, 1.66883], [-0.67977, 1.07770, 0.34492], [0.52602, 0.39436, -0.73080], [-0.59145, -1.68516, -1.03406], [-1.79799, -0.37950, -1.13153], [-1.60076, -2.43793, 0.71287], [-2.21798, 0.11625, 3.04723], [-2.02666, -0.20916, 4.42306], [-0.68871, 0.31580, 4.90158], [0.37016, -0.43855, 4.27487], [-1.63069, -0.44628, 2.52263], [-2.87922, 0.21641, 4.91808], [-1.98603, -1.30167, 4.54325], [-0.57418, 0.14260, 6.00885], [-0.60472, 1.42245, 4.77563], [0.89784, -0.84046, 5.01407]],
  "energy_ev": -111039.38328,
  "max_force_ha_per_bohr": 0.0942,
  "charge": 0,
  "homo_ev": -8.2
}